(1)
C37H57Br2FeN4O5PS2 | ωB97M-V/def2-TZVPD

Atoms and positions in Å:
H  1.31  -2.89  2.54
C  -0.10  2.23  5.17
H  3.82  -0.17  3.03
H  2.84  -2.12  5.88
C  -0.16  -2.13  -5.01
H  0.09  2.58  4.16
H  0.39  -2.83  -4.37
H  -0.45  -2.74  0.99
C  2.94  0.83  6.21
C  -0.24  -2.51  4.41
C  -0.25  2.25  -6.45
Br  1.53  -3.26  -1.55
C  -0.53  0.93  -6.75
H  2.01  -0.89  -2.11
C  -1.46  -3.13  1.05
H  3.30  -1.59  -1.05
O  -2.13  -1.05  -2.09
H  3.96  -1.12  4.51
C  0.19  2.57  1.11
C  2.74  0.71  4.70
H  -2.01  -0.54  4.57
H  1.62  -3.38  5.99
C  2.24  -1.48  -1.23
C  -0.42  0.24  6.62
N  -0.61  2.19  0.13
H  0.55  3.89  2.76
H  2.51  2.06  3.04
H  0.71  2.55  5.82
H  -1.97  -0.95  -4.91
S  -2.57  -1.72  1.35
H  0.76  2.54  -6.22
H  -0.17  -3.59  4.32
N  0.83  0.30  2.58
C  -3.49  -3.85  -0.07
H  -3.81  -1.77  -0.63
H  2.38  -3.56  3.76
N  0.74  -1.03  -5.31
O  2.01  0.47  -6.78
H  1.30  -1.79  6.67
C  -3.86  -2.40  0.25
C  2.88  2.10  4.06
H  -1.67  -3.30  -1.08
C  -2.25  3.76  0.87
H  -2.39  1.15  4.87
C  1.96  -2.63  3.36
H  -1.55  -4.86  -0.26
C  -2.83  1.47  -7.09
H  -2.12  -2.54  -4.19
C  -1.44  -1.69  -4.31
H  -1.18  0.84  7.12
C  -1.63  0.47  4.45
C  -3.70  3.81  -6.77
H  -4.50  3.14  -0.64
H  3.93  2.39  4.05
C  -2.56  2.45  -1.25
C  -3.90  2.75  -1.45
H  -1.67  1.30  -4.16
H  -5.50  2.73  -2.88
C  -1.28  3.18  -6.45
C  -0.30  0.71  5.17
H  -1.71  4.93  2.59
H  3.95  1.22  6.40
H  -1.02  2.70  5.53
C  3.90  -0.11  4.11
H  2.87  -0.12  6.73
C  -1.81  2.79  -0.01
O  -0.11  -0.47  -2.72
Br  1.45  -0.67  0.42
C  1.17  -1.92  4.48
C  -4.45  2.51  -2.69
H  -3.80  -4.51  0.75
C  -1.82  0.53  -7.09
H  0.92  -0.44  -4.51
H  0.50  0.37  7.19
H  2.77  -2.04  2.95
H  -0.83  -2.30  5.30
H  1.13  2.04  1.20
H  -1.07  4.21  -6.21
C  -1.40  4.16  1.89
H  2.24  1.53  6.66
H  -3.22  4.22  0.75
H  -3.32  4.82  -6.61
H  -2.01  -0.49  -7.37
C  -1.97  -3.85  -0.19
H  -4.42  3.60  -5.97
H  -0.73  -0.80  6.70
O  -2.02  -0.51  0.63
H  -0.77  -2.12  3.54
C  -1.22  -1.06  -2.95
N  -1.80  1.91  -2.21
H  2.34  2.86  4.62
H  -3.84  1.17  -7.37
H  -1.55  -3.76  1.94
C  -2.33  1.71  -3.41
O  0.46  -1.25  -7.74
H  -0.39  -2.65  -5.94
H  -1.52  0.69  3.39
H  -4.03  1.84  -4.70
C  -3.65  2.02  -3.71
H  -4.83  -2.29  0.74
C  -0.15  3.59  2.00
C  1.77  -2.31  5.84
Fe  -0.68  0.21  -0.73
H  -4.24  3.79  -7.71
S  0.79  -0.28  -6.74
H  4.84  0.39  4.36
C  -2.58  2.81  -6.77
H  -3.98  -4.18  -0.98
P  1.08  -0.05  4.06

Summary:
- Gap between HOMO and LUMO (alpha / beta): 6.0 / 6.0 eV
- Spin multiplicity: 5
- Energy above the lowest of the compared OMol25 structures with the same formula, charge and spin: 219.3 kJ/mol


(2)
C37H57BrINO6P3Rb | ωB97M-V/def2-TZVPD

Atoms and positions in Å:
C  0.13  -2.70  1.96
H  -5.44  3.17  1.93
H  -2.78  2.18  -3.43
C  2.90  -3.86  0.00
H  -0.83  -0.10  6.10
H  0.06  -2.09  5.35
C  1.80  -3.96  -0.85
H  -5.70  1.54  1.31
C  -3.58  -3.31  -1.40
C  -2.92  0.30  -4.44
C  -3.07  -0.25  0.66
C  -0.80  1.38  -3.62
H  -1.88  2.38  3.47
C  -2.92  1.56  -0.95
H  4.59  0.54  -3.14
H  2.62  -6.79  1.65
H  -4.62  -3.00  -1.27
N  4.43  3.03  -0.24
H  -1.67  -2.99  -0.49
C  3.40  2.95  -1.37
H  -2.43  -0.67  -4.48
C  -3.16  1.13  0.34
H  -3.53  -4.40  -1.34
Br  -0.47  -5.35  -1.94
C  2.40  -6.00  0.95
C  -2.71  -2.70  -0.28
C  -3.14  -3.42  1.00
H  0.88  -0.10  5.66
H  0.50  2.38  2.80
C  -5.11  2.44  1.19
H  -1.73  3.26  1.25
C  -2.74  -1.16  -0.36
H  -0.27  0.42  -3.53
C  -2.30  1.19  -3.37
H  0.94  2.70  4.47
H  1.67  1.35  3.61
O  4.67  0.77  -2.21
C  -5.22  -1.38  3.53
C  1.01  -5.10  -0.79
O  3.18  0.57  -0.19
H  -0.62  1.76  -4.62
O  0.66  3.20  -0.85
C  -4.77  -0.97  2.29
C  -0.40  1.02  4.27
Rb  0.33  0.61  -0.25
H  -2.13  -1.36  -2.40
I  1.43  -2.32  -2.10
C  1.76  -1.35  3.22
H  -3.07  4.03  0.41
H  0.14  1.35  6.32
H  0.28  -2.19  1.01
O  2.14  0.77  -2.59
C  -3.61  2.15  1.36
H  -4.66  -1.81  5.56
H  2.02  -0.76  2.33
H  -3.02  4.07  2.16
C  0.75  1.90  3.74
H  -3.99  0.14  -4.25
H  -2.73  -3.02  1.92
H  2.40  -2.24  3.22
H  5.34  3.35  -0.54
C  -4.33  -1.49  4.58
H  -4.23  -3.41  1.10
H  0.68  -7.00  0.14
H  -0.35  2.07  -2.90
H  0.66  -3.49  4.46
H  3.95  3.68  0.45
H  3.51  -2.97  -0.04
H  -5.30  2.85  0.20
O  2.49  4.26  0.73
H  1.18  5.24  -2.13
H  -3.26  -3.02  -2.40
H  -6.27  -1.61  3.67
P  3.19  1.10  -1.59
H  -5.46  -0.90  1.46
H  -2.31  -1.25  5.20
H  3.20  3.53  -3.42
C  -1.63  1.92  4.42
H  4.15  4.67  -2.47
H  4.49  2.10  0.20
C  -2.51  -0.76  3.13
C  3.20  -4.87  0.89
H  -2.50  1.38  4.80
H  -1.04  -3.05  4.36
C  -2.99  -1.18  4.37
C  -2.81  3.45  1.29
P  -0.76  -0.25  2.89
H  4.06  -4.77  1.54
H  -2.81  0.76  -5.42
H  -2.84  -4.47  0.92
H  -1.39  2.72  5.12
C  -2.55  0.68  -1.97
H  -0.86  -3.17  1.93
H  -3.02  2.61  -1.19
H  0.86  -3.51  2.02
H  4.86  3.11  -2.97
C  0.29  -1.80  3.19
C  -3.42  -0.67  2.05
P  1.95  3.91  -0.63
C  -0.03  0.49  5.66
C  1.31  -6.12  0.11
C  -0.04  -2.64  4.42
O  1.92  5.28  -1.51
H  2.01  -0.78  4.10
H  -3.48  1.72  2.35
C  3.95  3.61  -2.63
C  -2.44  -0.65  -1.63

Summary:
- Gap between HOMO and LUMO: 8.6 eV


(3)
C37H57FeN6O8P2 | ωB97M-V/def2-TZVPD

Atoms and positions in Å:
C  -5.04  3.09  0.46
P  -2.03  -2.76  1.48
C  2.92  -2.12  -0.22
C  -1.64  -1.52  2.83
H  0.90  3.28  -1.38
N  -2.47  1.35  -1.51
C  -0.71  -1.82  -3.18
H  3.06  -4.80  -0.27
C  2.00  -3.10  0.48
C  4.27  -1.98  0.19
H  -1.22  2.73  -2.99
C  -2.49  -2.25  -4.70
C  -3.11  2.22  -0.72
C  2.87  -0.07  -3.47
C  -4.38  4.26  0.80
H  2.44  2.30  4.57
H  0.41  -1.70  2.83
H  -6.26  0.54  -1.91
H  3.46  -0.10  4.94
P  -1.39  0.25  2.38
H  5.81  1.69  2.88
C  3.26  2.58  3.94
H  -4.01  -2.44  0.84
Fe  -0.56  -0.57  -0.56
C  2.02  -4.43  -0.30
H  -3.60  -1.19  3.59
H  -0.70  -3.87  2.65
H  1.51  1.42  -4.23
C  -4.38  2.03  -0.17
H  2.68  0.85  0.64
H  -6.03  2.87  0.81
C  5.09  -1.07  -0.47
N  2.30  1.41  1.37
H  6.09  -0.90  -0.16
C  0.68  -2.12  -2.65
H  1.37  -5.20  0.20
H  -0.95  4.86  -0.93
O  -4.20  1.21  -2.97
H  -5.46  0.74  1.00
H  -0.62  -3.29  -4.70
H  -0.11  1.95  -0.81
C  -1.15  3.82  -1.17
H  2.78  -0.23  2.35
H  -7.03  -0.29  -0.50
O  -1.39  -4.08  1.97
C  4.25  0.31  4.34
H  -2.94  -2.75  -5.53
H  4.88  0.88  5.02
O  1.36  -2.94  -3.25
C  -2.55  -0.47  -3.08
C  -4.41  -0.59  -0.21
O  -0.72  0.80  3.72
H  4.69  -2.56  1.00
H  4.02  2.96  4.61
C  4.05  0.48  -4.26
C  -3.19  0.72  -2.48
H  4.79  -0.30  -4.30
H  3.70  0.78  -5.27
H  -7.12  1.48  -0.67
H  3.28  -4.03  1.94
C  -2.41  3.45  -0.43
H  -2.40  -1.07  4.82
H  -3.51  -0.56  0.37
C  2.42  -1.41  -1.30
H  0.32  3.23  0.31
C  -1.21  -2.53  -4.27
H  0.99  -2.69  0.34
C  -2.67  -1.62  3.91
H  4.84  -0.48  3.89
C  -5.18  0.71  -0.05
C  4.89  1.49  2.34
H  2.24  1.86  -2.64
H  -4.24  -0.85  -1.25
H  -2.83  -2.66  4.19
H  1.31  1.49  1.26
H  -2.49  5.31  0.58
H  -4.18  -0.88  -4.41
N  1.05  -1.38  -1.59
N  -0.38  -2.09  3.32
H  -2.22  4.25  -3.13
H  -0.42  4.29  -3.06
H  4.43  1.40  -3.79
H  0.93  0.63  -2.79
H  2.93  3.35  3.22
C  3.32  -0.63  -2.09
C  1.85  1.03  -3.26
C  -3.18  -1.19  -4.12
H  4.71  2.30  1.64
H  2.71  -2.40  2.44
C  -6.48  0.62  -0.81
H  1.73  -4.29  -1.33
H  -4.87  5.07  1.31
H  1.58  -3.76  2.48
N  -1.37  -0.83  -2.58
C  2.41  -3.33  1.93
H  5.07  0.55  1.83
C  0.07  3.02  -0.72
H  2.44  -0.94  -4.00
O  -1.52  -2.25  0.16
C  -3.05  4.41  0.34
C  -1.29  3.78  -2.70
H  -0.27  -1.98  4.31
O  -2.66  0.91  2.02
O  -0.31  0.13  1.32
H  5.27  0.22  -2.18
H  -5.09  -1.36  0.13
O  -3.56  -3.13  1.34
C  3.74  1.29  3.31
N  2.56  0.74  2.58
C  4.61  -0.44  -1.62
H  0.25  0.93  3.62

Summary:
- Gap between HOMO and LUMO (alpha / beta): 8.1 / 3.8 eV
- Spin multiplicity: 6
- Energy above the lowest of the compared OMol25 structures with the same formula, charge and spin: 43.5 kJ/mol


(4)
C37H57N4O2P2PbSeTe | ωB97M-V/def2-TZVPD

Atoms and positions in Å:
H  -1.49  5.65  0.78
H  -1.17  -1.68  4.36
O  -3.20  1.37  -1.47
H  3.58  -4.98  3.66
H  -1.04  -3.27  -3.48
O  0.93  1.57  0.88
H  1.68  -1.58  -2.15
H  -3.50  -2.71  -3.11
H  1.57  5.29  5.18
C  1.72  1.26  -3.37
H  -2.60  -1.05  3.49
C  4.10  1.19  -2.99
C  2.86  1.77  -2.72
N  -1.39  2.95  0.30
C  -2.33  3.82  0.03
C  5.61  -0.41  -4.19
H  3.09  -1.35  0.15
H  3.95  -0.86  1.63
C  3.10  -0.65  0.99
H  -5.59  -1.44  2.29
H  -5.80  -1.36  -0.43
H  4.98  1.59  -2.49
C  4.25  0.14  -3.88
C  1.50  3.30  2.43
P  1.49  -0.74  1.90
H  -1.83  -0.95  -3.30
H  -2.45  -3.87  3.39
H  -4.83  -0.28  3.39
H  2.10  3.68  -2.15
H  -3.16  -2.70  -1.37
C  3.11  -0.37  -4.48
C  -2.42  5.08  0.85
C  0.56  2.66  1.47
H  0.91  -1.61  -0.69
H  -3.26  5.69  0.52
H  -5.37  -0.06  -1.55
Pb  -0.86  0.86  -0.76
C  -1.52  -1.21  3.44
C  0.78  -3.38  -1.69
C  1.85  0.17  -4.24
H  -2.96  -0.50  -2.20
C  1.56  -2.50  2.48
C  0.29  -4.50  3.00
H  -1.04  -0.24  3.31
C  1.93  4.71  4.35
H  2.28  2.55  -0.83
C  -2.46  -3.56  2.34
H  -1.03  -3.34  -0.55
H  3.23  2.67  1.35
H  -5.49  3.10  -2.63
H  -0.02  4.11  3.68
H  4.00  5.14  4.76
C  2.75  2.91  -1.75
C  3.30  4.62  4.11
C  3.77  3.87  3.05
H  -4.66  1.74  -3.41
H  6.20  -0.53  -3.29
H  1.11  -3.72  -2.67
H  1.33  -0.19  4.28
H  6.15  0.27  -4.86
H  2.22  1.05  3.38
C  -3.26  3.69  -1.04
H  -0.62  -4.92  -1.22
C  0.64  -0.44  -4.90
H  -2.33  -4.43  1.70
C  2.08  -0.02  3.51
H  -4.09  3.39  -3.67
H  1.42  -6.16  3.76
C  1.04  4.05  3.52
N  0.87  -1.93  -1.65
C  -0.66  -3.85  -1.44
H  3.67  -2.66  2.85
C  -5.38  -0.38  2.46
H  -0.64  -5.05  3.05
C  2.88  3.23  2.21
Te  -4.20  0.46  0.81
C  -5.70  -0.29  -0.54
Se  -0.01  2.08  -3.08
H  3.19  -1.21  -5.16
H  0.93  -1.20  -5.63
N  -2.22  -1.17  -2.39
C  0.32  -3.18  2.55
C  2.67  -4.47  3.35
H  -2.13  -4.52  -2.87
H  -3.43  -3.12  2.12
H  3.73  3.33  -1.52
P  -1.18  -2.27  1.96
C  -2.71  -2.54  -2.36
C  -4.52  2.71  -2.94
H  5.54  -1.38  -4.69
H  4.83  3.80  2.86
H  3.02  -0.48  3.82
H  3.18  0.36  0.59
C  -1.62  -3.59  -2.61
H  0.05  0.33  -5.40
H  -3.76  4.61  -1.33
H  1.43  -3.86  -0.94
C  2.72  -3.17  2.89
H  0.02  -0.89  -4.13
H  -6.65  0.20  -0.35
N  -0.52  3.36  1.29
C  1.46  -5.14  3.40
H  -2.55  4.82  1.90
H  -6.32  0.15  2.56
C  -3.58  2.57  -1.76

Summary:
- Net charge: -1
- Gap between HOMO and LUMO: 6.4 eV
- Energy above the lowest of the compared OMol25 structures with the same formula, charge and spin: 49.6 kJ/mol